Molecular formula: C6H11FS
Method: DFT, wB97M-V/def2-TZVPD

Results
* structure (SMILES): C[C@@H]1C[C@@H](S)[C@H]1CF
* HOMO level: -9.1 eV
* net charge: 0
* LUMO energy: 0.85 eV
* orbital gap: 9.92 eV
* relative energy (zero: lowest compared OMol25 entry of this formula, charge and spin): 59.2 kJ/mol

Cartesian coordinates (Å):
C (2.202, -1.497, -0.493)
C (1.281, -0.760, 0.379)
C (-0.053, -1.379, 0.921)
C (-0.809, -0.678, -0.268)
C (0.420, 0.269, -0.515)
C (0.296, 1.655, 0.096)
H (1.781, -2.147, -1.281)
H (2.852, -2.146, 0.052)
H (2.841, -0.721, -0.994)
H (1.770, -0.115, 1.134)
H (-0.326, -0.969, 1.942)
H (-0.144, -2.472, 0.934)
H (-0.797, -1.387, -1.121)
H (-2.829, -0.679, 0.852)
H (0.833, 0.241, -1.541)
H (-0.322, 2.378, -0.437)
H (-0.216, 1.564, 1.092)
F (1.605, 2.156, 0.189)
S (-2.495, 0.087, -0.191)



Molecular formula: C5H9NO
Method: DFT, wB97M-V/def2-TZVPD

Results
* structure (SMILES): C=C(N)CCC=O
* HOMO level: -8.3 eV
* net charge: 0
* LUMO energy: 0.88 eV
* orbital gap: 9.14 eV
* relative energy (zero: lowest compared OMol25 entry of this formula, charge and spin): 172.5 kJ/mol

Cartesian coordinates (Å):
O (2.493, -1.250, 1.818)
C (1.477, -0.686, 1.499)
C (0.371, -1.355, 0.709)
C (0.100, -0.699, -0.659)
C (-0.479, 0.689, -0.659)
C (-0.065, 1.761, 0.023)
N (-1.727, 0.728, -1.247)
H (1.277, 0.362, 1.789)
H (0.563, -2.407, 0.588)
H (-0.511, -1.189, 1.346)
H (0.995, -0.745, -1.280)
H (-0.574, -1.367, -1.189)
H (-0.665, 2.672, 0.063)
H (0.924, 1.928, 0.432)
H (-2.115, 1.620, -1.487)
H (-2.065, -0.063, -1.749)



Molecular formula: C4H11NO3
Method: DFT, wB97M-V/def2-TZVPD

Results
* HOMO level: 0.3 eV
* net charge: -2
* LUMO energy: 7.00 eV
* orbital gap: 6.68 eV
* relative energy (zero: lowest compared OMol25 entry of this formula, charge and spin): 220.1 kJ/mol

Cartesian coordinates (Å):
C (0.394, 1.051, 0.379)
C (1.141, -0.071, -0.424)
C (0.887, -1.541, -0.044)
O (1.095, -2.134, -1.269)
N (-1.057, 0.906, 0.461)
C (-1.586, 1.778, 1.667)
O (-0.924, 1.592, 2.816)
H (0.561, 1.992, -0.057)
H (0.770, 1.039, 1.411)
H (0.571, 0.046, -1.401)
H (2.066, 0.251, -0.739)
H (1.687, -1.868, 0.657)
H (0.001, -1.681, 0.558)
H (-1.225, -0.043, 0.597)
H (-2.597, 1.568, 1.624)
H (-1.376, 2.855, 1.500)
H (0.282, -2.412, -2.158)
H (-0.133, -1.228, -2.655)
O (-0.559, -2.100, -2.924)



Molecular formula: C14H13N3S2
Method: DFT, wB97M-V/def2-TZVPD

Results
* HOMO level: -7.7 eV
* net charge: 0
* LUMO energy: -0.15 eV
* orbital gap: 7.55 eV
* relative energy (zero: lowest compared OMol25 entry of this formula, charge and spin): 0.0 kJ/mol

Cartesian coordinates (Å):
C (-5.231, 2.442, -0.543)
H (-4.513, 2.886, 0.138)
H (-4.744, 2.106, -1.453)
H (-6.009, 3.160, -0.784)
S (-6.093, 1.045, 0.246)
C (-4.937, -0.265, 0.138)
N (-5.448, -1.468, 0.095)
S (-4.291, -2.617, 0.051)
C (-2.973, -1.489, 0.074)
C (-3.510, -0.199, 0.134)
C (-2.744, 0.962, 0.235)
N (-2.100, 1.912, 0.333)
C (-1.635, -1.958, 0.044)
C (-0.534, -1.170, 0.059)
N (0.724, -1.656, 0.029)
C (1.916, -0.943, 0.048)
C (3.110, -1.662, -0.011)
C (4.326, -1.010, 0.004)
C (4.393, 0.375, 0.078)
C (3.200, 1.086, 0.138)
C (1.976, 0.448, 0.125)
H (1.076, 1.040, 0.175)
H (3.228, 2.164, 0.198)
C (5.707, 1.092, 0.108)
H (5.711, 1.915, -0.606)
H (6.525, 0.417, -0.130)
H (5.884, 1.511, 1.098)
H (5.237, -1.589, -0.044)
H (3.078, -2.742, -0.070)
H (0.822, -2.663, -0.011)
H (-0.630, -0.098, 0.096)
H (-1.520, -3.034, 0.007)



Molecular formula: C15H30F6Li2N3O27S6
Method: DFT, wB97M-V/def2-TZVPD

Results
* HOMO level: -7.3 eV
* net charge: -1
* LUMO energy: -1.48 eV
* orbital gap: 5.84 eV
* relative energy (zero: lowest compared OMol25 entry of this formula, charge and spin): 641.0 kJ/mol

Cartesian coordinates (Å):
Li (5.345, -1.331, -1.999)
Li (5.067, -1.973, 2.010)
N (2.283, -0.862, 0.054)
S (0.743, -1.695, 0.078)
O (0.267, -2.054, -1.259)
O (-0.258, -1.194, 1.001)
F (1.084, -3.209, 0.706)
S (1.702, 0.616, 0.080)
O (1.357, 1.287, 1.354)
O (0.967, 1.041, -1.112)
F (3.120, 1.396, -0.207)
N (8.223, -1.941, -0.026)
S (9.417, -0.764, 0.412)
O (10.396, -0.295, -0.569)
O (9.788, -0.731, 1.801)
F (8.421, 0.535, 0.322)
S (9.296, -3.036, -0.190)
O (9.967, -3.411, 1.055)
O (9.980, -3.104, -1.473)
F (8.222, -4.167, -0.244)
N (5.588, -2.932, 5.109)
S (5.485, -4.684, 5.383)
O (4.469, -5.385, 6.118)
O (6.831, -5.166, 5.360)
F (5.041, -4.895, 3.921)
S (4.441, -2.629, 6.060)
O (4.684, -2.663, 7.497)
O (3.169, -2.916, 5.445)
F (4.600, -1.026, 5.721)
C (-4.669, -1.205, -6.426)
O (-4.827, 0.024, -7.070)
C (-5.247, 1.124, -6.411)
O (-5.464, 1.109, -5.201)
O (-5.230, 2.208, -7.265)
C (-5.745, 3.518, -6.921)
H (-3.828, -1.263, -5.735)
H (-4.830, -1.911, -7.241)
H (-5.488, -1.330, -5.717)
H (-5.660, 3.759, -5.861)
H (-6.761, 3.662, -7.289)
H (-5.164, 4.269, -7.456)
C (-3.148, 12.028, -1.598)
O (-3.464, 10.620, -1.423)
C (-2.525, 9.731, -1.238)
O (-1.306, 10.013, -1.094)
O (-3.085, 8.489, -1.163)
C (-2.364, 7.292, -1.422)
H (-2.521, 12.232, -2.466)
H (-2.824, 12.464, -0.653)
H (-4.109, 12.450, -1.892)
H (-1.334, 7.441, -1.099)
H (-2.385, 6.958, -2.459)
H (-2.708, 6.408, -0.885)
C (4.384, 2.698, -5.984)
O (5.674, 2.675, -6.634)
C (6.686, 1.947, -6.146)
O (6.648, 1.291, -5.013)
O (7.750, 2.201, -6.853)
C (9.008, 1.935, -6.254)
H (3.953, 1.738, -6.265)
H (3.720, 3.409, -6.476)
H (4.428, 2.813, -4.901)
H (9.725, 2.156, -7.045)
H (9.145, 0.940, -5.832)
H (9.217, 2.617, -5.430)
C (-9.971, -3.339, 2.297)
O (-8.584, -3.317, 1.821)
C (-7.838, -4.397, 1.446)
O (-8.240, -5.520, 1.349)
O (-6.724, -3.962, 0.833)
C (-6.716, -2.709, 0.138)
H (-10.558, -2.423, 2.364)
H (-9.969, -3.612, 3.352)
H (-10.462, -4.060, 1.643)
H (-7.478, -2.679, -0.640)
H (-5.786, -2.361, -0.310)
H (-6.934, -1.959, 0.899)
C (-2.247, -4.775, 6.237)
O (-1.910, -5.093, 7.576)
C (-2.690, -4.583, 8.556)
O (-3.433, -3.603, 8.423)
O (-2.718, -5.347, 9.588)
C (-3.798, -5.340, 10.577)
H (-2.127, -3.711, 6.034)
H (-3.295, -4.986, 6.026)
H (-1.560, -5.331, 5.599)
H (-3.768, -4.605, 11.382)
H (-3.747, -6.301, 11.089)
H (-4.793, -5.307, 10.133)



Molecular formula: C9H6FN2O2
Method: DFT, wB97M-V/def2-TZVPD

Results
* HOMO level (spin up / spin down): -12.9 / -13.1 eV
* net charge: +1
* LUMO energy (spin up / spin down): -6.88 / -5.55 eV
* orbital gap (spin up / spin down): 6.04 / 7.54 eV
* relative energy (zero: lowest compared OMol25 entry of this formula, charge and spin): 0.0 kJ/mol

Cartesian coordinates (Å):
C (1.074, -1.319, -2.398)
C (1.412, 2.215, -0.765)
C (0.265, -2.281, -1.852)
C (0.988, -0.173, -1.578)
C (0.153, -0.534, -0.460)
C (1.672, 1.074, -1.611)
C (-0.066, 1.131, 0.690)
C (-2.019, 1.514, 3.699)
C (-0.995, 1.886, 2.637)
N (0.714, 2.090, 0.337)
N (-0.353, -1.736, -0.672)
O (-2.165, 2.171, 4.674)
O (-0.790, 1.007, 1.711)
F (2.532, 1.257, -2.596)
H (1.734, -1.386, -3.307)
H (1.901, 3.045, -1.076)
H (-0.012, -3.314, -1.971)
H (-2.727, 0.638, 3.566)
H (-0.509, 2.902, 2.465)
H (-0.803, -2.185, 0.107)